No. 1
ORCA calculation (wB97M-V/def2-TZVPD) on a molecular structure, C61H43BrKN8O2 in a non-equilibrium geometry.

Computed properties:
HOMO (alpha / beta) (eV): -3.477 / -3.486
Total charge: -1
Orbital gap (alpha / beta) (eV): 5.27 / 5.29
LUMO level (alpha / beta) (eV): 1.8 / 1.8

CARTESIAN COORDINATES (ANGSTROEM)
K (0.17, -1.44, 0.83)
C (-6.58, -5.21, 3.34)
C (-5.38, -5.88, 3.30)
C (-4.24, -5.19, 2.88)
C (-4.32, -3.86, 2.48)
C (-5.53, -3.17, 2.68)
C (-6.68, -3.81, 3.05)
C (-3.16, -3.15, 2.09)
C (-3.11, -2.76, 0.67)
C (-3.72, -3.47, -0.49)
C (-3.30, -2.89, -1.63)
C (-2.57, -1.69, -1.22)
N (-2.51, -1.66, 0.16)
C (-2.07, -0.69, -2.06)
C (-1.35, 0.51, -1.73)
C (-1.24, 1.69, -2.53)
C (-0.61, 2.64, -1.74)
C (-0.30, 1.93, -0.46)
C (0.36, 2.54, 0.60)
C (0.98, 3.90, 0.31)
C (2.16, 4.15, -0.49)
C (2.64, 5.46, -0.48)
C (2.03, 6.51, 0.21)
C (0.82, 6.30, 0.80)
C (0.32, 5.00, 0.89)
C (0.64, 1.99, 1.85)
N (0.08, 0.88, 2.32)
C (0.27, 0.78, 3.64)
C (-0.17, -0.25, 4.51)
C (0.16, -0.08, 5.97)
C (-0.48, 0.93, 6.71)
C (-0.32, 1.10, 8.07)
C (0.52, 0.18, 8.69)
C (0.99, -0.96, 8.06)
C (0.80, -1.06, 6.70)
C (-1.04, -1.30, 4.19)
C (-1.96, -1.88, 5.17)
C (-2.79, -2.63, 4.50)
C (-2.42, -2.59, 3.16)
N (-1.40, -1.77, 2.98)
C (1.12, 1.88, 4.09)
C (1.41, 2.60, 2.96)
N (-0.73, 0.69, -0.50)
C (-2.48, -0.74, -3.47)
C (-3.76, -1.06, -3.71)
C (-4.22, -1.44, -4.99)
C (-3.34, -1.37, -6.06)
C (-2.02, -0.99, -5.82)
C (-1.56, -0.64, -4.57)
H (-7.48, -5.71, 3.58)
H (-5.36, -6.91, 3.54)
H (-3.28, -5.74, 2.81)
H (-5.55, -2.08, 2.50)
H (-7.59, -3.31, 3.17)
H (-4.39, -4.27, -0.44)
H (-3.53, -3.37, -2.64)
H (-1.85, 1.61, -3.43)
H (-0.34, 3.64, -1.93)
H (2.56, 3.34, -1.02)
H (3.54, 5.62, -1.03)
H (2.32, 7.56, 0.05)
H (0.20, 7.12, 1.20)
H (-0.54, 4.72, 1.36)
H (-1.20, 1.63, 6.30)
H (-0.86, 1.76, 8.75)
H (0.81, 0.21, 9.81)
H (1.58, -1.72, 8.48)
H (1.14, -2.03, 6.25)
H (-2.06, -1.74, 6.24)
H (-3.66, -3.12, 4.82)
H (1.47, 1.94, 5.10)
H (1.92, 3.56, 2.86)
H (-4.40, -1.08, -2.80)
H (-5.22, -1.81, -5.17)
H (-3.67, -1.36, -7.12)
H (-1.35, -0.91, -6.74)
H (-0.55, -0.27, -4.47)
C (0.14, -3.65, -2.25)
O (1.31, -3.26, -1.51)
C (2.19, -2.67, -2.39)
C (3.15, -3.44, -3.04)
C (3.90, -2.84, -4.05)
Br (4.88, -4.07, -5.19)
C (3.73, -1.49, -4.32)
C (2.94, -0.69, -3.57)
C (2.15, -1.30, -2.65)
O (1.18, -0.64, -2.00)
C (2.98, 0.76, -3.96)
N (4.11, 1.41, -4.22)
C (3.72, 2.75, -4.23)
C (4.56, 3.87, -4.28)
C (3.97, 5.15, -4.23)
C (2.57, 5.28, -4.23)
C (1.77, 4.14, -4.27)
C (2.34, 2.90, -4.17)
N (1.87, 1.61, -3.98)
H (-0.41, -2.77, -2.63)
H (-0.47, -4.05, -1.44)
H (0.41, -4.34, -3.03)
H (3.18, -4.52, -2.85)
H (4.23, -1.10, -5.18)
H (1.43, 0.15, -1.51)
H (5.61, 3.77, -4.35)
H (4.63, 6.05, -4.22)
H (2.11, 6.25, -4.34)
H (0.66, 4.25, -4.12)
H (0.89, 1.40, -3.84)
N (4.71, 0.69, -1.19)
C (5.55, 0.31, -0.19)
C (4.87, 0.45, 1.00)
C (3.60, 0.92, 0.63)
N (3.50, 1.06, -0.69)
H (4.77, 0.74, -2.20)
H (6.53, 0.01, -0.40)
H (5.21, 0.36, 2.02)
H (2.72, 1.26, 1.17)

=====

No. 2
ORCA calculation (wB97M-V/def2-TZVPD) on 2 unconnected molecules or ions with the total composition C5H10O in a non-equilibrium geometry.

Computed properties:
HOMO (eV): -9.538
Total charge: 0
Orbital gap (eV): 10.44
LUMO level (eV): 0.9

CARTESIAN COORDINATES (ANGSTROEM)
C (1.82, 0.50, 0.23)
C (1.30, 0.31, -0.98)
C (-1.02, -0.04, -0.37)
C (-0.86, -1.52, -0.07)
C (-0.85, 0.93, 0.78)
O (-1.56, 0.34, -1.38)
H (0.12, 0.77, 1.28)
H (2.00, 1.49, 0.62)
H (2.01, -0.32, 0.91)
H (1.19, -0.68, -1.41)
H (0.97, 1.14, -1.60)
H (-0.75, -2.09, -0.99)
H (-0.05, -1.77, 0.62)
H (-1.81, -1.79, 0.39)
H (-0.86, 1.95, 0.40)
H (-1.67, 0.77, 1.49)

=====

No. 3
ORCA calculation (wB97M-V/def2-TZVPD) on 15 unconnected molecules or ions with the total composition C37H110N6O19 in a non-equilibrium geometry.

Computed properties:
HOMO (eV): -8.979
Total charge: 0
Orbital gap (eV): 9.16
LUMO level (eV): 0.2

CARTESIAN COORDINATES (ANGSTROEM)
C (3.12, 0.79, 3.76)
O (2.76, 1.91, 2.94)
H (3.80, 0.10, 3.26)
H (3.56, 1.14, 4.69)
H (2.18, 0.28, 4.00)
H (2.45, 1.59, 2.08)
C (1.24, 5.47, 0.35)
O (1.57, 6.55, -0.48)
H (1.37, 5.76, 1.39)
H (0.20, 5.20, 0.19)
H (1.83, 4.58, 0.12)
H (2.30, 7.00, -0.03)
C (5.98, 0.40, 1.32)
O (6.02, 1.23, 2.48)
H (5.54, -0.59, 1.50)
H (5.45, 0.94, 0.55)
H (7.00, 0.21, 0.95)
H (6.32, 0.70, 3.23)
C (7.06, -1.89, -1.26)
O (7.52, -2.56, -0.09)
H (7.25, -0.82, -1.17)
H (7.53, -2.29, -2.16)
H (5.98, -2.01, -1.34)
H (8.36, -2.97, -0.25)
C (1.16, -2.61, -4.20)
O (0.43, -1.54, -3.66)
H (0.55, -3.29, -4.79)
H (2.06, -2.27, -4.72)
H (1.51, -3.23, -3.36)
H (0.03, -1.06, -4.44)
C (-1.85, 2.58, -5.01)
C (-0.70, 1.68, -5.47)
C (0.42, 1.83, -4.48)
O (0.85, 3.16, -4.48)
C (2.15, 3.34, -3.91)
N (-1.06, 0.27, -5.52)
H (-1.48, 3.61, -5.02)
H (-2.19, 2.35, -4.00)
H (-2.69, 2.51, -5.70)
H (-0.41, 2.10, -6.43)
H (1.29, 1.18, -4.72)
H (0.00, 1.56, -3.49)
H (2.91, 2.82, -4.50)
H (2.18, 2.97, -2.87)
H (2.35, 4.41, -3.88)
H (-1.93, 0.09, -4.99)
H (-1.26, -0.03, -6.47)
C (-5.45, 2.64, 2.22)
C (-5.91, 2.04, 0.92)
C (-6.37, 0.66, 1.13)
O (-6.73, 0.22, -0.11)
C (-7.44, -1.01, -0.14)
N (-7.00, 2.90, 0.33)
H (-4.48, 2.25, 2.53)
H (-6.15, 2.38, 3.03)
H (-5.41, 3.72, 2.17)
H (-5.04, 2.07, 0.27)
H (-7.15, 0.62, 1.91)
H (-5.51, 0.07, 1.50)
H (-7.70, -1.31, -1.15)
H (-8.36, -0.93, 0.45)
H (-6.82, -1.84, 0.25)
H (-7.62, 3.22, 1.08)
H (-7.61, 2.21, -0.15)
C (1.54, -5.44, -0.83)
C (2.48, -4.73, 0.15)
C (3.02, -5.75, 1.12)
O (1.97, -6.25, 1.90)
C (2.41, -7.19, 2.84)
N (3.56, -4.00, -0.55)
H (1.05, -4.69, -1.46)
H (0.79, -6.04, -0.33)
H (2.06, -6.12, -1.52)
H (1.79, -4.03, 0.65)
H (3.85, -5.38, 1.76)
H (3.50, -6.59, 0.56)
H (3.47, -7.08, 3.09)
H (2.31, -8.18, 2.37)
H (1.85, -7.19, 3.77)
H (3.97, -4.60, -1.27)
H (4.32, -3.86, 0.12)
C (2.99, -0.43, -0.27)
C (1.55, -0.85, 0.06)
C (0.58, 0.25, -0.13)
O (0.60, 1.11, 0.91)
C (-0.33, 2.13, 0.75)
N (1.12, -2.02, -0.80)
H (3.10, -0.28, -1.35)
H (3.67, -1.25, -0.05)
H (3.26, 0.53, 0.18)
H (1.47, -1.28, 1.07)
H (-0.46, -0.15, -0.23)
H (0.66, 0.73, -1.13)
H (-0.06, 2.88, 1.49)
H (-1.34, 1.74, 0.86)
H (-0.21, 2.64, -0.22)
H (1.90, -2.68, -0.71)
H (1.13, -1.72, -1.80)
C (2.02, 1.83, 8.07)
C (0.60, 1.75, 7.53)
C (0.59, 1.08, 6.19)
O (-0.73, 0.95, 5.69)
C (-0.81, 0.11, 4.56)
N (-0.29, 1.14, 8.49)
H (2.07, 2.68, 8.74)
H (2.75, 1.83, 7.26)
H (2.19, 1.01, 8.78)
H (0.28, 2.79, 7.39)
H (1.07, 0.08, 6.30)
H (1.20, 1.58, 5.42)
H (-1.85, -0.18, 4.46)
H (-0.22, -0.81, 4.71)
H (-0.44, 0.61, 3.65)
H (-1.21, 1.02, 8.04)
H (-0.01, 0.16, 8.66)
C (-5.61, 1.22, -5.22)
C (-5.73, 0.23, -4.05)
C (-4.63, 0.39, -2.99)
O (-3.32, -0.06, -3.43)
C (-2.39, 0.01, -2.34)
N (-7.05, 0.42, -3.37)
H (-6.59, 1.34, -5.68)
H (-4.84, 0.93, -5.92)
H (-5.33, 2.19, -4.78)
H (-5.64, -0.81, -4.40)
H (-4.93, -0.31, -2.18)
H (-4.59, 1.41, -2.58)
H (-2.77, -0.50, -1.45)
H (-2.08, 1.05, -2.10)
H (-1.44, -0.44, -2.65)
H (-7.38, 1.38, -3.33)
H (-6.97, 0.10, -2.41)
C (2.57, -4.19, 4.10)
C (2.69, -2.98, 3.25)
O (3.80, -2.19, 3.51)
O (2.34, -3.73, 5.52)
H (3.48, -4.79, 4.12)
H (1.63, -4.70, 3.85)
H (1.80, -2.36, 3.23)
H (2.69, -3.31, 2.19)
H (4.59, -2.72, 3.34)
H (2.88, -4.23, 6.13)
C (-1.11, -2.69, 2.16)
C (-2.48, -2.97, 2.76)
O (-3.40, -2.12, 2.23)
O (-1.26, -2.57, 0.74)
H (-0.43, -3.54, 2.40)
H (-0.71, -1.77, 2.62)
H (-2.48, -2.89, 3.84)
H (-2.77, -3.98, 2.45)
H (-3.33, -2.18, 1.27)
H (-0.37, -2.26, 0.37)
C (4.87, 0.36, -3.83)
C (5.67, 0.90, -4.94)
O (6.99, 0.80, -4.62)
O (5.09, 1.02, -2.58)
H (5.13, -0.71, -3.71)
H (3.81, 0.42, -4.07)
H (5.37, 1.94, -5.15)
H (5.40, 0.30, -5.82)
H (7.50, 0.84, -5.43)
H (6.04, 1.26, -2.57)
C (-5.69, 5.71, -1.39)
C (-5.86, 4.83, -2.62)
O (-4.57, 4.44, -3.25)
O (-5.11, 4.98, -0.33)
H (-6.63, 6.16, -1.07)
H (-4.96, 6.50, -1.61)
H (-6.44, 5.44, -3.36)
H (-6.40, 3.93, -2.35)
H (-4.04, 5.23, -3.45)
H (-5.84, 4.32, -0.11)

=====

Q: What is the formula in the second record?
A: C5H10O

=====

Q: What is the total charge in the first record?
A: -1

=====

Q: Which of these has the lowest total charge?
A: C61H43BrKN8O2